(1)
{
  "formula": "C22H51F3MgO24S5",
  "method": "ωB97M-V with the def2-TZVPD basis set",
  "lumo_ev": -5.37,
  "total_charge": 0,
  "spin_multiplicity": 1,
  "e_homo_ev": -7.829,
  "symbols": ["O", "O", "C", "C", "F", "O", "S", "H", "H", "C", "O", "C", "O", "C", "H", "H", "O", "H", "H", "H", "O", "H", "O", "H", "H", "H", "H", "Mg", "S", "H", "C", "H", "H", "C", "H", "O", "C", "H", "C", "H", "H", "H", "O", "H", "O", "C", "H", "H", "O", "C", "H", "O", "C", "O", "H", "O", "O", "H", "H", "C", "S", "C", "O", "C", "H", "H", "H", "H", "H", "H", "H", "C", "C", "C", "H", "O", "H", "H", "O", "H", "H", "H", "H", "S", "O", "H", "C", "C", "H", "C", "H", "F", "F", "H", "H", "O", "H", "C", "O", "H", "H", "O", "H", "H", "O", "S"],
  "coordinates": [[-33.738, -14.651, -21.743], [-24.110, -22.855, -37.831], [-23.810, -23.277, -39.124], [-29.382, -16.570, -34.296], [-30.871, -10.298, -30.630], [-23.785, -20.459, -31.923], [-24.955, -16.590, -42.597], [-34.966, -17.751, -22.374], [-30.139, -11.447, -36.954], [-23.231, -21.828, -37.520], [-33.195, -16.206, -23.603], [-35.439, -16.004, -40.316], [-27.534, -9.229, -29.207], [-24.937, -21.568, -29.838], [-36.344, -17.962, -39.815], [-31.710, -24.492, -37.589], [-32.419, -21.674, -37.453], [-23.588, -20.965, -36.959], [-27.931, -17.746, -35.694], [-28.105, -18.045, -33.880], [-28.029, -10.162, -31.488], [-25.629, -14.602, -43.485], [-35.070, -13.168, -40.189], [-20.426, -19.817, -31.406], [-29.398, -16.694, -42.559], [-30.852, -15.815, -32.918], [-34.748, -15.636, -41.074], [-26.641, -11.826, -35.196], [-24.176, -21.985, -31.437], [-25.213, -22.537, -29.423], [-31.202, -23.566, -37.320], [-21.609, -21.147, -38.764], [-30.139, -23.804, -37.366], [-30.008, -10.143, -29.596], [-34.537, -17.883, -40.241], [-26.622, -16.988, -42.782], [-34.996, -13.390, -37.428], [-35.662, -17.599, -41.498], [-22.696, -19.804, -31.339], [-30.091, -16.584, -35.124], [-30.960, -17.559, -33.273], [-23.285, -12.032, -33.227], [-22.966, -22.684, -31.096], [-27.423, -15.961, -41.111], [-28.528, -15.465, -34.215], [-35.374, -15.260, -25.124], [-29.179, -18.659, -35.050], [-30.198, -10.296, -35.971], [-29.587, -10.810, -36.500], [-21.323, -20.227, -31.869], [-22.441, -22.237, -36.891], [-22.903, -22.470, -39.759], [-31.526, -22.419, -38.276], [-32.994, -21.603, -35.091], [-36.021, -13.708, -37.236], [-32.972, -13.880, -39.018], [-23.743, -12.455, -33.953], [-28.886, -18.344, -42.242], [-33.186, -14.978, -25.971], [-34.204, -14.605, -26.082], [-28.519, -9.303, -30.317], [-35.550, -17.521, -40.416], [-24.842, -15.812, -41.410], [-30.285, -16.739, -33.028], [-26.955, -17.583, -40.825], [-30.740, -21.832, -38.750], [-25.495, -15.516, -44.896], [-21.312, -19.605, -32.764], [-29.829, -16.912, -32.053], [-34.803, -16.940, -20.932], [-35.332, -16.346, -25.049], [-27.404, -16.943, -41.584], [-32.323, -22.045, -36.121], [-28.583, -17.775, -34.821], [-22.704, -20.013, -30.269], [-24.467, -24.108, -39.736], [-23.139, -13.134, -34.254], [-21.085, -21.289, -31.940], [-34.976, -15.456, -39.084], [-23.127, -20.434, -39.278], [-25.895, -21.110, -30.082], [-34.454, -14.730, -27.136], [-24.299, -20.959, -29.196], [-34.208, -15.529, -22.726], [-24.089, -17.681, -43.128], [-34.244, -13.838, -36.779], [-24.985, -15.351, -43.947], [-28.845, -17.323, -41.861], [-36.309, -16.531, -21.860], [-35.256, -16.806, -21.915], [-36.369, -14.964, -25.455], [-30.668, -9.281, -28.712], [-29.752, -11.253, -28.942], [-35.007, -12.305, -37.325], [-36.415, -15.521, -40.367], [-35.198, -14.685, -23.764], [-34.061, -13.544, -25.879], [-22.677, -21.339, -38.872], [-31.518, -23.104, -36.017], [-29.433, -17.376, -40.945], [-32.066, -22.865, -39.111], [-29.066, -8.020, -30.686], [-22.816, -18.734, -31.506], [-23.934, -15.147, -44.150], [-25.175, -22.532, -32.341], [-34.429, -13.884, -39.115]],
  "forces_ev_per_angstrom": [[0.001, 1.386, 1.190], [-0.213, -0.803, -1.679], [-2.865, -0.662, -2.134], [1.241, 2.040, 0.715], [0.116, -0.853, 0.671], [-1.392, -1.654, -1.308], [-1.292, -0.959, -5.617], [-0.753, 0.120, -0.598], [-0.138, -0.249, -0.190], [1.839, 1.238, 0.166], [-2.669, 1.169, 2.254], [-0.890, 0.894, -0.305], [-1.661, -0.644, -1.551], [-0.867, -0.681, -1.246], [0.286, -0.081, -0.196], [-0.473, 0.196, 0.373], [-0.487, 1.126, 1.514], [-0.985, -0.365, -0.035], [0.184, 1.064, 0.401], [1.029, -0.423, -0.406], [-1.511, 1.409, 2.444], [0.804, 0.654, 0.038], [0.188, -0.542, 0.701], [-0.477, 0.323, 1.060], [0.397, 0.230, -0.014], [-0.106, -0.068, -0.141], [-0.355, -0.125, -0.371], [-0.489, -0.311, 0.564], [-0.407, 0.828, 1.087], [0.418, 0.022, 0.300], [2.039, -0.403, -0.794], [0.021, -0.128, -0.293], [0.043, -0.008, 0.284], [-0.777, 2.278, 0.057], [-0.238, -0.602, 0.449], [2.092, 0.058, 0.607], [-0.031, -0.192, -0.974], [-0.620, -0.658, 0.040], [1.816, -0.557, 2.084], [-0.632, 1.203, -0.662], [-0.224, -0.005, 0.351], [0.000, 0.249, 0.321], [-0.356, 0.037, -0.717], [0.395, 0.377, -0.385], [-1.341, -1.492, -0.569], [2.499, 1.370, -0.432], [-0.768, 0.232, 0.173], [-0.122, 0.245, 0.289], [0.608, -0.107, 0.051], [0.201, 1.162, -0.965], [0.250, -0.098, -0.111], [-0.371, 0.118, 1.850], [-0.970, -1.210, 0.141], [3.728, -1.674, -6.164], [0.242, -0.384, -0.113], [-1.773, -0.178, -0.401], [-0.506, 0.093, -0.348], [0.038, -0.039, -0.259], [-0.358, -0.707, 0.478], [-1.145, -0.704, 0.765], [3.519, -0.399, -0.394], [1.165, 1.472, -0.122], [0.670, -0.847, 0.997], [0.100, -0.075, -1.089], [-0.133, -0.356, -0.095], [0.259, 0.213, 0.830], [0.124, -1.189, 0.225], [0.473, -1.104, -1.071], [0.580, -0.177, -0.352], [-0.219, 0.604, 0.220], [0.209, 0.093, -0.218], [-0.511, 0.336, 0.864], [-3.623, 1.273, 3.982], [0.279, -1.826, 1.432], [-0.227, 0.332, 0.268], [1.992, 1.452, 2.045], [0.112, -0.238, -0.148], [-0.688, 0.130, -0.493], [1.491, 1.350, 1.508], [-0.369, -0.246, -0.030], [0.194, 0.420, 0.095], [-0.272, 0.023, 0.033], [-0.056, -0.253, -0.231], [1.176, -2.305, -4.421], [-2.099, 2.084, 2.643], [-0.346, -0.003, 0.081], [-0.413, -0.188, 0.759], [-0.117, -1.077, -0.253], [0.244, -0.168, -0.204], [1.313, 0.195, -0.231], [0.180, 0.198, 0.144], [1.031, -1.226, -0.974], [-0.303, -0.468, -0.283], [0.407, -0.019, -0.371], [-0.143, -0.236, -1.051], [0.474, -1.362, 0.919], [-0.675, 0.087, 0.105], [0.681, -0.507, 0.224], [-0.110, 0.152, -0.164], [0.226, 0.321, 0.228], [-0.379, 0.343, -0.010], [-0.251, -0.284, -0.403], [-0.295, -0.155, 0.050], [-0.190, 0.602, 0.282], [1.661, 1.165, 1.073], [0.644, -0.687, 1.159]],
  "lowdin_charge": [-0.264, 0.057, -0.483, -0.516, 0.083, -0.261, 0.708, 0.061, 0.037, -0.166, -0.336, -0.298, -0.365, -0.107, 0.084, 0.133, 0.039, 0.130, 0.083, 0.083, -0.441, 0.060, -0.288, 0.077, 0.080, 0.078, 0.115, 1.054, 0.651, 0.071, -0.122, 0.125, 0.132, -0.633, 0.080, -0.264, -0.099, 0.081, -0.301, 0.151, 0.076, 0.049, -0.288, 0.109, -0.073, -0.179, 0.076, 0.047, -0.101, -0.071, 0.128, 0.055, -0.117, 0.044, 0.067, -0.321, -0.105, 0.076, 0.057, -0.049, 0.510, -0.051, -0.289, -0.035, 0.115, 0.129, 0.070, 0.071, 0.080, 0.061, 0.097, -0.309, -0.434, -0.050, 0.099, 0.127, 0.041, 0.073, -0.281, 0.126, 0.069, 0.058, 0.065, 0.648, -0.309, 0.063, -0.118, -0.074, 0.070, -0.102, 0.105, 0.062, 0.146, 0.068, 0.119, -0.297, 0.069, -0.098, 0.071, 0.078, 0.126, -0.337, 0.127, 0.067, -0.275, 0.658]
}

(2)
{
  "formula": "C22H51N6OP2S2",
  "method": "ωB97M-V with the def2-TZVPD basis set",
  "lumo_ev": -4.18,
  "total_charge": 1,
  "smiles": "CCSC[C@]1([PH2]=N)C(CC(N)(N)N)=[N+](CCCCCCCCCCCCOC)[C@H]([PH2]=S)[C@H]1N",
  "spin_multiplicity": 1,
  "e_homo_ev": -10.714,
  "symbols": ["H", "H", "H", "C", "H", "H", "H", "H", "C", "H", "O", "C", "N", "N", "N", "H", "C", "H", "H", "H", "S", "H", "C", "C", "H", "H", "C", "H", "C", "H", "H", "S", "P", "H", "H", "H", "H", "P", "H", "N", "H", "C", "H", "H", "H", "C", "H", "C", "H", "H", "C", "H", "H", "H", "H", "C", "H", "H", "H", "H", "H", "H", "H", "H", "H", "C", "C", "H", "N", "H", "C", "C", "C", "N", "C", "H", "H", "C", "H", "H", "H", "H", "C", "C"],
  "coordinates": [[-6.319, 2.422, 1.393], [6.653, -2.644, 0.226], [1.150, 2.566, -2.328], [5.349, -0.410, -1.783], [5.721, -5.451, 0.644], [4.754, 0.854, -4.657], [2.273, 2.859, 2.648], [0.069, 3.942, -0.387], [4.131, -4.884, -0.909], [-5.441, 0.862, -1.332], [-8.979, -2.425, 1.218], [-1.271, 2.017, -0.824], [3.566, 0.744, 4.262], [5.828, -1.656, 2.355], [3.684, 1.410, -0.713], [-7.838, -1.623, -2.056], [-5.167, 1.327, -0.267], [-8.200, 0.882, -1.792], [-9.694, -3.643, 2.940], [5.831, 1.297, 3.386], [3.857, -3.535, 0.401], [4.668, -4.321, -1.814], [2.915, 0.531, 1.702], [5.110, -6.005, -0.220], [-10.319, -1.836, -0.348], [-4.777, 0.405, 0.372], [-9.806, -3.549, 1.756], [4.277, -0.015, 4.410], [3.746, 1.381, 2.868], [-3.829, 2.524, -1.748], [1.844, 1.023, 1.514], [4.843, 3.484, -3.857], [6.197, -1.374, 0.805], [-1.032, 0.853, -0.936], [2.707, 3.094, 0.449], [5.506, 1.791, -1.690], [-7.484, -0.022, 1.248], [4.059, 1.672, -3.656], [-7.094, -1.509, -0.304], [3.270, 2.816, 3.014], [-9.434, -4.574, 1.271], [-7.771, 0.877, 0.555], [-9.644, 0.306, -0.725], [0.380, 2.488, 0.833], [4.799, -1.410, 2.462], [-8.453, 0.289, -0.814], [7.290, -0.393, 0.816], [3.613, -1.975, -0.613], [1.299, 1.046, -1.214], [-4.405, 3.489, -0.231], [-9.240, -2.293, -0.247], [7.165, 0.390, -2.602], [7.275, -1.158, -1.901], [5.231, -1.184, -2.653], [3.865, 1.505, 4.941], [4.742, -0.786, -0.284], [3.107, -5.305, -1.304], [2.537, -1.555, -0.321], [-9.253, -3.381, -0.735], [-10.944, -3.370, 1.484], [-1.500, 2.470, -1.904], [3.301, 3.535, -1.357], [-8.636, 1.465, 1.130], [-7.013, 2.838, -0.328], [5.505, 2.164, 1.912], [-6.565, 1.966, 0.318], [3.744, 0.417, 0.273], [2.803, -0.560, 2.132], [5.224, 1.380, 2.541], [5.875, -6.377, -1.048], [-2.554, 2.113, 0.200], [1.337, 2.237, -1.221], [2.838, 2.699, -0.645], [6.872, -0.201, -1.784], [4.587, 1.062, -1.915], [4.441, -6.865, 0.211], [-2.742, 1.097, 0.789], [-8.068, -1.327, -0.945], [3.551, -2.243, -1.752], [3.807, 3.457, 2.366], [2.622, 1.665, -3.864], [-2.449, 2.942, 1.034], [0.095, 2.753, -0.281], [-3.991, 2.449, -0.571]],
  "forces_ev_per_angstrom": [[-0.513, -0.841, -2.292], [-0.186, 1.383, -0.432], [0.509, -0.439, 2.096], [-0.267, 1.556, 0.543], [-1.328, -1.464, -1.865], [-1.108, -0.118, 1.151], [1.444, 0.100, 0.964], [-0.258, -2.599, 0.376], [0.442, 0.312, -1.006], [0.540, 0.808, 2.273], [-1.303, -1.531, -1.064], [0.290, -0.261, 0.415], [1.184, 1.054, -1.046], [-1.646, 0.775, -1.726], [0.558, -3.445, 2.595], [-0.706, 0.397, 2.170], [-0.668, -0.283, -1.605], [-0.185, -1.073, 1.962], [-0.075, 0.551, -2.747], [-0.875, 0.274, -1.166], [-0.089, -0.080, -1.474], [-1.083, -1.393, 1.922], [0.263, -0.625, -0.218], [-0.008, 0.734, -0.318], [2.047, -0.757, -0.098], [-0.874, 2.162, -1.068], [-0.052, -0.365, -0.079], [-0.941, 0.734, -0.552], [1.538, 0.537, 1.014], [-0.248, -0.211, 2.562], [2.415, -1.279, 0.272], [-0.700, -0.775, 0.147], [-0.478, -0.311, 3.517], [-0.405, 2.552, 0.014], [0.630, -1.055, -2.141], [-1.884, -1.291, -0.969], [-0.320, 1.780, -1.352], [1.259, 1.813, -0.265], [-1.875, 0.241, -1.417], [-0.852, -0.730, -2.115], [-0.875, 2.167, 0.985], [-1.059, 0.837, 0.042], [2.604, 0.181, -0.123], [-0.885, 0.484, -2.106], [1.702, -0.643, 0.144], [-0.650, -1.209, 0.279], [-0.964, -0.943, -0.836], [-1.228, 0.227, 0.261], [0.154, 2.480, -0.019], [0.913, -1.896, -0.576], [0.141, -0.150, -0.222], [-0.422, -0.924, 1.018], [-0.172, 1.204, -0.116], [-1.074, 1.390, 1.916], [-0.730, -1.083, -1.201], [-1.498, -0.824, -1.854], [2.098, 0.752, 0.915], [2.228, -0.821, -0.667], [0.148, 2.273, 0.961], [2.274, -0.428, 0.581], [0.321, -1.045, 2.457], [-0.684, -2.031, 1.672], [1.958, -1.200, -1.129], [1.180, -1.716, 0.996], [-0.258, -0.790, 1.049], [0.130, -0.373, 1.353], [1.080, 2.489, -2.164], [0.050, 2.117, -1.079], [-0.858, 0.504, -0.298], [-1.756, 0.535, 1.927], [-1.182, 0.277, 0.245], [-0.395, -0.611, 0.303], [-1.532, 0.108, -1.146], [-1.340, -0.134, -0.501], [2.631, 0.874, 0.435], [1.611, 1.617, -0.821], [0.759, 2.111, -1.377], [-0.120, 0.135, 0.769], [0.349, 0.615, 2.208], [-0.601, -1.105, 1.051], [0.964, -0.714, 0.257], [0.228, -1.619, -1.774], [0.806, 0.181, -0.660], [-0.236, -0.139, -0.132]],
  "lowdin_charge": [0.120, 0.021, 0.107, -0.304, 0.076, 0.005, 0.074, 0.140, -0.510, 0.111, -0.288, -0.207, 0.045, -0.339, -0.055, 0.107, -0.219, 0.108, 0.108, 0.100, 0.759, 0.083, -0.004, -0.183, 0.123, 0.115, -0.127, 0.076, -0.567, 0.109, 0.121, 0.108, 0.727, 0.120, 0.108, 0.131, 0.109, 0.404, 0.107, 0.045, 0.101, -0.224, 0.110, 0.098, -0.056, -0.203, 0.027, -0.441, 0.117, 0.106, -0.212, 0.100, 0.082, 0.151, 0.097, -0.411, 0.090, 0.092, 0.127, 0.100, 0.126, 0.117, 0.119, 0.119, 0.084, -0.227, -0.025, 0.131, 0.037, 0.093, -0.201, -0.197, -0.094, -0.029, -0.355, 0.089, 0.109, -0.167, 0.096, 0.081, -0.013, 0.114, -0.218, -0.206]
}

Number 1: molecular weight 941.3 g/mol. Number 2: molecular weight 541.8 g/mol.